# 1
Computed, not measured: a structure of composition C30H31NOP2V in a non-equilibrium geometry, with the ωB97M-V functional and the def2-TZVPD basis.

Computed properties:
Kohn-Sham gap (spin up / spin down), Eh: 0.198 / 0.206
F_max, eV Å⁻¹: 9.10
Total charge: +2
Lowest unoccupied orbital energy (spin up / spin down), eV: -8.02 / -7.82
Spin multiplicity: 2
E_tot, eV: -79399.302
Highest occupied orbital energy (spin up / spin down), eV: -13.401 / -13.440

Each line ends with the natural charge from an NBO analysis.
Positions of all 66 atoms, in Å:
1 C 0.75 1.60 -4.31  -0.142
2 C 1.05 1.63 -2.95  -0.094
3 C 0.31 2.50 -2.08  0.255
4 C -0.73 3.33 -2.63  -0.126
5 C -0.98 3.28 -4.03  -0.134
6 C -0.27 2.41 -4.85  -0.207
7 C -1.46 4.11 -1.73  -0.036
8 C -1.14 4.18 -0.38  -0.131
9 C -0.09 3.33 0.10  0.255
10 C 0.30 3.38 1.48  -0.093
11 C -0.38 4.24 2.34  -0.139
12 C -1.42 5.06 1.88  -0.209
13 C -1.78 5.06 0.54  -0.133
14 H 1.31 0.92 -4.96  0.231
15 H -1.76 3.94 -4.42  0.240
16 H -0.49 2.35 -5.91  0.248
17 H -2.25 4.75 -2.12  0.237
18 H -0.08 4.27 3.39  0.231
19 H -1.93 5.71 2.58  0.248
20 H -2.55 5.73 0.15  0.240
21 N 0.51 2.45 -0.74  -0.541
22 V -0.05 -0.50 0.54  0.578
23 C 2.07 0.71 -2.33  -0.708
24 H 2.66 1.24 -1.56  0.267
25 H 2.74 0.26 -3.08  0.272
26 C 1.44 2.51 1.93  -0.672
27 H 2.23 2.49 1.16  0.265
28 H 1.86 2.85 2.89  0.266
29 P 1.22 -0.64 -1.43  1.136
30 P 0.95 0.73 2.13  0.910
31 C -0.09 0.89 3.63  -0.927
32 H -0.40 -0.12 3.95  0.262
33 H 0.51 1.36 4.42  0.267
34 H -0.98 1.50 3.42  0.263
35 C 2.49 0.01 2.78  -0.923
36 H 2.89 0.68 3.55  0.275
37 H 2.27 -0.97 3.21  0.263
38 H 3.22 -0.10 1.96  0.248
39 C 0.36 -1.57 -2.72  -0.950
40 H 1.07 -1.84 -3.51  0.276
41 H -0.08 -2.48 -2.28  0.276
42 H -0.45 -0.96 -3.14  0.272
43 C 2.65 -1.66 -0.99  -0.948
44 H 2.32 -2.63 -0.59  0.277
45 H 3.26 -1.83 -1.89  0.277
46 H 3.26 -1.16 -0.22  0.248
47 C -1.79 0.00 0.92  0.496
48 O -2.83 0.37 1.32  -0.332
49 H -0.12 0.42 -0.81  0.006
50 C -3.30 -5.27 0.24  -0.193
51 C -3.36 -3.95 -0.23  -0.163
52 C -2.30 -3.07 -0.02  -0.214
53 C -1.15 -3.47 0.69  -0.095
54 C -0.05 -2.61 0.97  -0.336
55 C 1.10 -3.10 1.57  -0.225
56 C 1.19 -4.46 1.97  -0.220
57 C 0.11 -5.30 1.76  -0.122
58 C -1.08 -4.85 1.13  0.006
59 C -2.16 -5.72 0.90  -0.160
60 H -4.14 -5.95 0.08  0.244
61 H -4.24 -3.59 -0.77  0.236
62 H -2.36 -2.05 -0.41  0.181
63 H 1.96 -2.45 1.73  0.206
64 H 2.11 -4.82 2.44  0.241
65 H 0.16 -6.35 2.06  0.239
66 H -2.09 -6.75 1.26  0.235



# 2
Computed, not measured: a structure of composition C30H32CaN6O2S2 in a non-equilibrium geometry, with the ωB97M-V functional and the def2-TZVPD basis.

Computed properties:
Kohn-Sham gap, Eh: 0.218
F_max, eV Å⁻¹: 5.54
Total charge: 0
Lowest unoccupied orbital energy, eV: -0.18
Spin multiplicity: 1
E_tot, eV: -84771.768
Highest occupied orbital energy, eV: -6.104

Each line ends with the Mulliken charge.
Positions of all 73 atoms, in Å:
1 Ca -0.14 1.30 0.02  1.453
2 O -5.81 -0.42 -1.09  -0.684
3 C -5.26 -0.14 -2.26  0.577
4 C -6.13 -0.39 -3.35  -0.631
5 C -5.68 -0.24 -4.68  -0.250
6 C -4.45 0.34 -4.95  -0.749
7 C -3.62 0.70 -3.88  -0.455
8 C -3.93 0.39 -2.50  -0.005
9 C -3.02 0.75 -1.39  0.708
10 O -1.92 1.39 -1.53  -0.895
11 N -3.45 0.35 -0.13  -0.879
12 N -2.47 0.53 0.77  -0.064
13 C -2.78 0.23 2.09  -0.052
14 S -4.26 -0.35 2.69  -0.131
15 C -3.95 -0.28 4.47  -0.469
16 C -2.45 -0.25 4.72  -0.641
17 S -1.57 0.49 3.29  -0.030
18 H -5.10 -0.09 -0.41  0.630
19 H -7.14 -0.71 -3.11  0.378
20 H -6.33 -0.54 -5.51  0.358
21 H -4.09 0.50 -5.97  0.368
22 H -2.70 1.21 -4.18  0.323
23 H -4.46 -1.18 4.86  0.344
24 H -4.46 0.63 4.86  0.298
25 H -1.97 -1.26 4.85  0.272
26 H -2.19 0.29 5.64  0.357
27 C 2.53 2.39 0.41  -0.527
28 N 1.57 1.91 1.49  0.788
29 C 1.34 3.07 2.45  -0.844
30 N 2.57 3.61 3.02  -0.036
31 C 3.52 3.99 1.91  -0.682
32 N 3.81 2.89 0.95  0.006
33 C 4.42 1.77 1.75  -0.641
34 N 3.52 1.29 2.81  0.077
35 C 2.25 0.80 2.24  -0.545
36 C 3.24 2.45 3.70  -0.758
37 H 2.00 3.21 -0.18  0.361
38 H 2.75 1.60 -0.33  0.152
39 H 0.68 2.70 3.21  0.271
40 H 0.80 3.84 1.90  0.330
41 H 4.45 4.32 2.34  0.349
42 H 3.09 4.84 1.35  0.344
43 H 5.35 2.06 2.23  0.347
44 H 4.60 0.92 1.06  0.330
45 H 1.60 0.39 3.04  0.060
46 H 2.42 -0.06 1.57  0.208
47 H 4.17 2.78 4.11  0.384
48 H 2.58 2.10 4.53  0.325
49 C 3.07 -4.68 0.88  -0.400
50 C 3.40 -3.92 -0.21  -0.797
51 C 2.70 -2.74 -0.46  -0.312
52 C 1.59 -2.40 0.31  0.094
53 C 1.33 -3.15 1.50  -0.509
54 C 2.00 -4.33 1.73  -0.720
55 C 0.76 -1.26 -0.06  0.213
56 C 0.92 -0.47 -1.14  -0.677
57 C 0.83 -0.77 -2.53  1.124
58 C 1.04 0.24 -3.51  -0.396
59 C 0.85 -0.04 -4.85  -0.587
60 C 0.56 -1.34 -5.25  -0.389
61 C 0.46 -2.38 -4.34  -0.813
62 C 0.53 -2.09 -3.00  -0.191
63 H 3.66 -5.56 1.08  0.369
64 H 4.11 -4.29 -0.93  0.409
65 H 3.02 -2.12 -1.30  0.443
66 H 0.50 -2.92 2.14  0.488
67 H 1.73 -5.03 2.51  0.397
68 H -0.03 -1.05 0.67  0.299
69 H 1.25 1.27 -3.19  0.203
70 H 0.77 0.76 -5.63  0.305
71 H 0.33 -1.53 -6.32  0.302
72 H 0.22 -3.39 -4.67  0.373
73 H 0.48 -2.94 -2.30  0.338



# 3
Computed, not measured: a structure of composition C30H32ClN3SSi2Zn in a non-equilibrium geometry, with the ωB97M-V functional and the def2-TZVPD basis.

Computed properties:
Kohn-Sham gap, Eh: 0.237
F_max, eV Å⁻¹: 2.46
Total charge: 0
Lowest unoccupied orbital energy, eV: 0.05
Spin multiplicity: 1
E_tot, eV: -123628.391
Highest occupied orbital energy, eV: -6.395

Each line ends with the natural charge from an NBO analysis.
Positions of all 70 atoms, in Å:
1 C -1.73 -0.51 4.91  -0.339
2 C -2.33 -0.05 3.69  -0.371
3 C -2.23 -1.11 2.73  -0.470
4 H -2.82 0.91 3.53  0.199
5 C -1.54 -2.20 3.35  -0.350
6 C -1.25 -1.83 4.69  -0.361
7 H -0.76 -2.49 5.41  0.198
8 H -1.69 0.04 5.85  0.198
9 H -2.66 -1.09 1.73  0.214
10 H -1.23 -3.13 2.86  0.209
11 Zn 0.10 -0.80 1.36  1.538
12 Si 2.87 3.19 0.05  1.136
13 C 1.08 3.71 -0.13  -0.517
14 C 0.84 4.94 -0.76  -0.132
15 H 1.69 5.55 -1.06  0.203
16 C -0.47 5.37 -1.03  -0.218
17 H -0.63 6.28 -1.62  0.216
18 C -1.57 4.64 -0.55  -0.193
19 H -2.57 5.02 -0.68  0.218
20 C -1.35 3.41 0.08  -0.216
21 H -2.18 2.79 0.40  0.220
22 C -0.04 2.95 0.22  -0.186
23 H 0.05 1.91 0.54  0.203
24 C -0.55 -1.94 -0.24  -0.723
25 C -1.94 -1.82 -0.50  -0.174
26 H -2.36 -0.87 -0.82  0.211
27 C -2.74 -2.95 -0.39  -0.204
28 H -3.81 -2.89 -0.60  0.220
29 C -2.17 -4.16 0.00  -0.196
30 H -2.83 -5.02 0.07  0.217
31 C -0.81 -4.30 0.30  -0.155
32 H -0.39 -5.27 0.57  0.214
33 C 0.01 -3.19 0.19  -0.213
34 H 1.06 -3.25 0.51  0.226
35 H 2.97 1.77 -0.42  -0.152
36 Si 0.70 -0.70 -0.99  0.657
37 C 1.23 -1.77 -2.45  -0.329
38 C 0.47 -1.68 -3.64  -0.244
39 H -0.21 -0.82 -3.80  0.219
40 C 0.46 -2.73 -4.56  -0.212
41 H -0.20 -2.68 -5.43  0.211
42 C 1.22 -3.87 -4.32  -0.226
43 H 1.14 -4.73 -4.99  0.212
44 C 2.02 -3.94 -3.18  -0.205
45 H 2.59 -4.85 -2.96  0.207
46 C 2.06 -2.88 -2.26  -0.248
47 H 2.65 -2.95 -1.34  0.210
48 C 0.21 0.85 -1.98  -0.462
49 C -1.10 1.22 -2.31  -0.167
50 H -1.94 0.72 -1.83  0.183
51 C -1.35 2.24 -3.24  -0.230
52 H -2.39 2.48 -3.50  0.211
53 C -0.30 2.94 -3.81  -0.225
54 H -0.50 3.75 -4.50  0.212
55 C 1.01 2.58 -3.51  -0.208
56 H 1.85 3.12 -3.97  0.211
57 C 1.26 1.54 -2.63  -0.226
58 H 2.29 1.24 -2.42  0.217
59 H 3.84 4.02 -0.54  -0.168
60 Cl 3.30 3.09 2.07  -0.412
61 N 0.52 0.93 2.45  -0.751
62 N 1.15 0.54 3.68  -0.434
63 C 1.68 -0.68 3.85  0.351
64 N 2.23 -0.90 5.08  -0.783
65 S 1.74 -1.82 2.61  -0.297
66 H -0.38 1.38 2.69  0.426
67 H 1.12 1.63 2.00  0.412
68 H 1.40 1.30 4.32  0.402
69 H 2.35 -1.87 5.34  0.420
70 H 1.86 -0.34 5.85  0.398